Molecular formula: C14H18Cl3N3OS
Method: DFT, ωB97M-V with the def2-TZVPD basis set

Geometry as XYZ:
```
40
C14H18Cl3N3OS ωB97M-V with the def2-TZVPD basis set
C 3.7443 -1.8622 3.0356
C 2.4637 -1.1938 2.5435
C 2.3585 0.2293 3.0836
C 1.2440 -2.0247 2.9783
C -0.0443 -1.4447 2.4502
O -0.8850 -0.8930 3.1225
N -0.1958 -1.6120 1.1004
C -1.2810 -1.0113 0.4130
N -0.8937 -0.0250 -0.5705
C 0.1649 -0.0735 -1.4202
S 1.4959 -1.0491 -1.2711
N 0.1474 0.7837 -2.4701
C -0.8044 1.7516 -2.8237
C -1.1272 1.9004 -4.1710
C -2.0512 2.8493 -4.5634
C -2.6603 3.6623 -3.6211
C -2.3208 3.5365 -2.2853
C -1.3924 2.5929 -1.8812
C -2.1910 -2.0916 -0.2432
Cl -1.3338 -2.9819 -1.5114
Cl -3.6053 -1.2883 -0.9769
Cl -2.7494 -3.2231 0.9971
H 3.7467 -1.9292 4.1215
H 3.8369 -2.8660 2.6274
H 4.6126 -1.2863 2.7251
H 2.4956 -1.1516 1.4497
H 2.3412 0.2220 4.1712
H 3.2084 0.8230 2.7551
H 1.4474 0.7086 2.7331
H 1.3486 -3.0470 2.6110
H 1.1859 -2.0427 4.0674
H 0.5768 -1.9409 0.5250
H -1.8921 -0.5039 1.1801
H -1.6806 0.5182 -0.9096
H 0.8910 0.6199 -3.1371
H -0.6521 1.2644 -4.9034
H -2.2980 2.9532 -5.6091
H -3.3855 4.3993 -3.9289
H -2.7713 4.1840 -1.5485
H -1.0942 2.5430 -0.8448
```

## Properties
**Energy above the lowest of the compared OMol25 structures with the same formula, charge and spin**: 0.0 kJ/mol
**Calculated total energy**: -2562.60172 a.u.
**HOMO level**: -8.617 eV
**F_max**: 0.890 eV/Å

Results of the Mulliken charge analysis, in e, for atoms 1 through 5: number 1, C, carries -1.665; number 2, C, carries 1.263; number 3, C, carries -1.471; number 4, C, carries -1.033; number 5, C, carries 0.554